{
  "formula": "C36H35N2O5P2V",
  "method": "ωB97M-V/def2-TZVPD",
  "elements": ["V", "O", "C", "C", "N", "C", "C", "O", "O", "C", "C", "O", "O", "H", "H", "H", "H", "H", "H", "H", "H", "H", "C", "P", "C", "C", "C", "C", "C", "C", "C", "C", "C", "C", "C", "C", "C", "C", "C", "C", "C", "P", "C", "C", "C", "C", "C", "C", "C", "C", "C", "C", "C", "C", "N", "H", "H", "H", "H", "H", "H", "H", "H", "H", "H", "H", "H", "H", "H", "H", "H", "H", "H", "H", "H", "H", "H", "H", "H", "H", "H"],
  "positions_angstrom": [[0.5355, -0.3751, -0.1664], [-1.5284, -0.4544, 1.2247], [-1.6423, -1.1833, 2.4741], [-1.3926, -2.6864, 2.3357], [-0.3207, -3.0309, 1.4196], [-0.7627, -3.6587, 0.1792], [-1.3421, -2.5632, -0.6764], [-2.5289, -2.4344, -0.8490], [-0.4240, -1.6730, -1.0742], [0.9847, -3.3489, 1.9409], [2.0718, -2.3080, 1.7182], [3.1127, -2.3876, 2.3176], [1.7721, -1.3489, 0.8500], [-2.1819, -0.7867, 0.5904], [-0.9110, -0.7371, 3.1420], [-2.6282, -1.0204, 2.9063], [-1.1779, -3.0673, 3.3384], [-2.3020, -3.1762, 1.9940], [0.0913, -4.1132, -0.3193], [-1.5307, -4.4121, 0.3448], [0.9393, -3.4967, 3.0199], [1.3608, -4.2814, 1.5133], [0.2878, 0.1949, -3.2658], [1.7774, -0.1462, -2.2178], [2.8479, 1.2897, -2.5036], [3.0186, 1.8795, -3.7580], [3.8641, 2.9706, -3.9096], [4.5457, 3.4874, -2.8081], [4.3832, 2.9068, -1.5598], [3.5382, 1.8119, -1.4120], [2.7150, -1.5625, -2.8858], [3.7410, -1.4260, -3.8196], [4.4588, -2.5359, -4.2516], [4.1669, -3.7972, -3.7490], [3.1523, -3.9465, -2.8117], [2.4369, -2.8359, -2.3793], [-0.4067, 1.2698, -2.4732], [-1.0462, 2.4337, -2.8052], [-1.3234, 3.1228, -1.5764], [-0.8352, 2.3414, -0.5595], [-0.7123, 2.5549, 0.9189], [0.8041, 1.6304, 1.4297], [0.6471, 1.4389, 3.2347], [0.0331, 2.4385, 3.9895], [-0.0759, 2.3140, 5.3671], [0.4356, 1.1869, 6.0068], [1.0606, 0.1932, 5.2641], [1.1637, 0.3182, 3.8807], [2.1035, 2.9241, 1.3205], [2.0332, 3.8837, 0.3096], [3.0132, 4.8643, 0.1995], [4.0826, 4.8829, 1.0847], [4.1782, 3.9083, 2.0730], [3.1964, 2.9294, 2.1885], [-0.2844, 1.1846, -1.0902], [0.5353, 0.5267, -4.2668], [-0.2922, -0.7199, -3.3284], [2.4960, 1.4933, -4.6245], [3.9898, 3.4216, -4.8876], [5.2004, 4.3452, -2.9272], [4.9019, 3.3067, -0.6936], [3.4136, 1.3624, -0.4327], [3.9960, -0.4484, -4.2103], [5.2553, -2.4113, -4.9766], [4.7380, -4.6604, -4.0773], [2.9258, -4.9273, -2.4069], [1.6597, -2.9514, -1.6357], [-1.2800, 2.7728, -3.8078], [-1.8040, 4.0881, -1.4679], [-0.6182, 3.6109, 1.1507], [-1.5457, 2.1462, 1.4832], [-0.3614, 3.3239, 3.5016], [-0.5573, 3.0976, 5.9433], [0.3518, 1.0913, 7.0837], [1.4739, -0.6806, 5.7546], [1.6787, -0.4526, 3.3154], [1.2188, 3.8594, -0.4092], [2.9419, 5.6072, -0.5882], [4.8433, 5.6519, 1.0029], [5.0176, 3.9098, 2.7608], [3.2821, 2.1769, 2.9655]],
  "mulliken_charge": [0.720, -0.295, -0.027, -1.266, 0.528, -0.839, -0.132, -0.654, 0.089, -1.072, 0.469, -0.722, -0.226, 0.248, -0.247, 0.558, 0.479, 0.426, 0.430, 0.469, 0.341, 0.514, -1.118, 1.751, 0.238, -0.415, -0.786, -0.716, -0.749, -0.729, 0.245, -0.542, -0.790, -0.498, -0.709, -0.007, 0.240, -1.404, -0.888, -0.824, -1.246, 1.496, 0.399, -0.876, -0.663, -0.665, -0.474, -0.476, 0.194, -0.201, -0.726, -0.750, -0.608, -0.645, 1.390, 0.713, 0.481, 0.359, 0.409, 0.422, 0.710, 0.583, 0.371, 0.405, 0.377, 0.425, 0.050, 0.502, 0.513, 0.745, 0.607, 0.334, 0.428, 0.386, 0.480, 0.671, 0.194, 0.407, 0.358, 0.409, 0.422],
  "de_lowest_kcal_mol": 16.9,
  "homo_energy_ha": [-0.274, -0.274],
  "charge": 0,
  "orbital_gap_ev": [7.994, 8.009],
  "multiplicity": 3,
  "e_lumo_ev": [0.5, 0.6]
}

***

{
  "formula": "C56H44BF4N4O4ReTe",
  "method": "ωB97M-V/def2-TZVPD",
  "elements": ["Re", "C", "O", "C", "C", "C", "C", "C", "C", "C", "C", "C", "C", "C", "N", "C", "C", "C", "C", "C", "C", "C", "C", "C", "C", "O", "C", "C", "C", "C", "N", "C", "C", "C", "C", "C", "C", "O", "C", "C", "C", "C", "C", "C", "C", "N", "C", "C", "N", "C", "C", "C", "C", "O", "C", "C", "C", "H", "H", "H", "H", "H", "H", "H", "H", "H", "H", "H", "H", "H", "H", "H", "H", "H", "H", "H", "H", "H", "H", "H", "H", "H", "H", "H", "H", "H", "H", "H", "H", "H", "H", "H", "H", "F", "B", "F", "F", "F", "C", "Te", "C", "C", "C", "C", "C", "C", "C", "H", "H", "H", "H", "H", "H", "H", "H"],
  "positions_angstrom": [[-0.4030, 0.3228, 0.1846], [7.7301, 4.6553, 4.6524], [6.4711, 4.1906, 5.0777], [5.5875, 3.7755, 4.1357], [5.6927, 3.6487, 2.7927], [4.6036, 3.0542, 2.0502], [3.4322, 2.6428, 2.6260], [3.3387, 2.8034, 4.0355], [4.4218, 3.2182, 4.7816], [2.2436, 2.0853, 1.9245], [1.8374, 2.5420, 0.6384], [2.5385, 3.5415, -0.1148], [1.9574, 3.6098, -1.3299], [0.8421, 2.7617, -1.3788], [0.7927, 1.9862, -0.1310], [-0.1376, 2.6125, -2.3917], [-1.3764, 2.0588, -2.2301], [-2.5071, 2.1568, -3.0633], [-3.4663, 1.3496, -2.5943], [-3.0275, 0.7262, -1.4146], [-3.7315, -0.2807, -0.8213], [-4.9919, -0.8777, -1.4639], [-6.1882, -1.1951, -0.8173], [-7.3070, -1.6633, -1.5160], [-7.1436, -2.0663, -2.8522], [-8.0618, -2.9471, -3.3054], [-8.5295, -2.8759, -4.6133], [-5.9588, -1.6895, -3.5500], [-4.8682, -1.2790, -2.8035], [-3.2106, -1.0452, 0.2893], [-1.9496, -0.7676, 0.8720], [-1.7896, -1.8320, 1.9096], [-0.8059, -1.7495, 2.9398], [-1.0344, -2.4835, 4.2102], [-1.5588, -3.8085, 4.2216], [-1.7330, -4.5488, 5.4112], [-1.5225, -3.9093, 6.6459], [-1.6885, -4.6539, 7.7516], [-1.8001, -3.9278, 9.0056], [-1.1078, -2.5704, 6.6744], [-0.7836, -1.9373, 5.4844], [0.3807, -0.9352, 2.8064], [1.4846, -1.0405, 3.6629], [2.3293, 0.0440, 3.3898], [1.7222, 0.8569, 2.4383], [0.5701, 0.1660, 1.9637], [-2.8479, -2.7821, 1.6983], [-3.7849, -2.1493, 0.8521], [-1.6802, 1.2267, -1.1612], [0.0746, 3.2256, -3.7502], [-0.2293, 2.5412, -4.9562], [0.1507, 2.9991, -6.2271], [0.9149, 4.1783, -6.3115], [1.5306, 4.4969, -7.5454], [0.6542, 4.5570, -8.6739], [1.1753, 4.9041, -5.1451], [0.7113, 4.4761, -3.9468], [7.7278, 5.7574, 4.4515], [8.1018, 4.0842, 3.7903], [8.3894, 4.4832, 5.5267], [6.5090, 4.0455, 2.2372], [4.6944, 2.9483, 0.9455], [2.4608, 2.5160, 4.5821], [4.3339, 3.2616, 5.8756], [3.3508, 4.0727, 0.2701], [2.3181, 4.1713, -2.1559], [-2.4716, 2.5955, -4.0713], [-4.4478, 1.1945, -3.0911], [-6.3170, -0.7681, 0.1762], [-8.3276, -1.6842, -1.0545], [-7.7772, -3.1628, -5.4194], [-8.9020, -1.8377, -4.7476], [-9.4061, -3.5116, -4.6788], [-5.8043, -1.8317, -4.6196], [-3.8766, -1.1384, -3.2689], [-1.6520, -4.3381, 3.2291], [-1.9573, -5.5841, 5.2881], [-0.7984, -3.5551, 9.2764], [-2.1392, -4.6610, 9.7491], [-2.5942, -3.1211, 8.9868], [-1.1429, -2.0704, 7.6261], [-0.3140, -0.9622, 5.5333], [1.7376, -1.7962, 4.3913], [3.2557, 0.2911, 3.8452], [-2.9518, -3.7598, 2.1742], [-4.7771, -2.4256, 0.6166], [-0.6582, 1.5327, -4.8438], [0.0209, 2.3800, -7.1196], [-0.4017, 4.4583, -8.3722], [0.9624, 3.8087, -9.4069], [0.7407, 5.5643, -9.2142], [1.8183, 5.7467, -5.2976], [0.9014, 5.1605, -3.1443], [-2.2780, -1.8301, -5.4635], [-1.2241, -1.5877, -4.5634], [-1.8361, -0.9703, -3.2608], [-0.3286, -0.5536, -5.0005], [-0.6017, -2.7466, -4.2380], [1.2526, -3.0842, -0.6638], [0.9071, -1.0856, -1.4936], [3.0131, -0.7309, -1.0722], [3.6124, -2.0294, -0.5436], [4.9169, -2.0823, -0.1194], [5.5075, -3.2846, 0.2244], [4.6981, -4.4406, 0.2196], [3.3183, -4.4247, -0.0604], [2.7177, -3.1762, -0.4640], [0.7267, -3.8065, -1.2523], [0.7257, -3.0121, 0.3365], [2.9636, 0.0520, -0.3658], [3.4904, -0.3166, -1.9436], [5.4371, -1.1445, -0.0580], [6.5429, -3.3770, 0.4118], [5.2274, -5.3543, 0.3113], [2.6426, -5.2768, -0.0238]],
  "mulliken_charge": [0.419, -0.756, -0.377, 1.048, -1.447, -0.207, 0.317, -0.685, -0.707, 1.415, -0.423, -1.648, -1.271, 0.218, 0.010, 1.380, 0.702, -0.898, -0.932, -0.557, 1.229, 0.241, -0.397, -0.830, 0.805, -0.375, -0.716, -0.703, -0.650, 0.527, 0.169, 0.102, 0.842, -0.175, 0.071, -1.173, 0.948, -0.433, -0.838, -0.727, -0.758, 0.242, -1.582, -0.878, -0.250, 0.074, -0.983, -1.334, -0.007, -0.747, -0.242, -0.717, 0.417, -0.445, -0.763, -1.054, -0.545, 0.286, 0.325, 0.234, 0.408, 0.743, 0.610, 0.404, 1.233, 0.853, 0.643, 0.528, 0.548, 0.338, 0.246, 0.324, 0.259, 0.347, 0.481, 0.372, 0.462, 0.344, 0.252, 0.338, 0.454, 0.489, 0.767, 0.887, 0.334, 0.759, 0.539, 0.570, 0.362, 0.277, 0.245, 0.455, 0.927, -0.366, 0.362, 0.001, -0.411, -0.308, -0.905, -0.321, -0.158, 0.447, -0.564, -0.764, -0.505, -0.956, 0.528, 0.849, 0.126, -0.361, 0.849, 0.479, 0.475, 0.428, 0.484],
  "homo_energy_ha": [-0.354, -0.356],
  "charge": 1,
  "orbital_gap_ev": [5.106, 4.824],
  "multiplicity": 4,
  "e_lumo_ev": [-4.5, -4.9]
}

***

{
  "formula": "C3H4O3",
  "method": "ωB97M-V/def2-TZVPD",
  "elements": ["O", "C", "C", "O", "C", "O", "H", "H", "H", "H"],
  "positions_angstrom": [[-1.1533, 0.4254, -1.6165], [-1.0283, 1.0362, -0.3598], [-0.1552, 0.4421, 0.6934], [0.4343, -0.6262, 0.1451], [1.4098, -1.2775, 0.9111], [2.1941, -0.7236, 1.6048], [-0.3748, -0.1314, -1.7475], [-0.6482, 2.0743, -0.4352], [-2.0263, 1.1360, 0.0902], [1.3478, -2.3553, 0.7142]],
  "mulliken_charge": [-0.511, 0.045, -0.472, -0.117, 0.205, -0.358, 0.318, 0.264, 0.291, 0.333],
  "de_lowest_kcal_mol": 87.5,
  "homo_energy_ha": -0.346,
  "charge": 0,
  "orbital_gap_ev": 9.486,
  "e_lumo_ev": 0.1
}

***

{
  "formula": "C8H27Li2N6O8",
  "method": "ωB97M-V/def2-TZVPD",
  "elements": ["Li", "Li", "C", "O", "H", "H", "H", "C", "C", "O", "O", "H", "H", "H", "H", "H", "H", "C", "C", "O", "O", "H", "H", "H", "H", "H", "H", "C", "O", "N", "N", "H", "H", "H", "H", "C", "O", "N", "N", "H", "H", "H", "H", "C", "O", "N", "N", "H", "H", "H", "H"],
  "positions_angstrom": [[0.8035, 0.6914, 0.1202], [-1.0081, 0.0616, 0.6649], [0.4556, -0.5413, 2.1961], [0.0447, 0.4642, 1.2294], [-0.2892, -0.8234, 2.9402], [0.6518, -1.4458, 1.6203], [1.3954, -0.3213, 2.7027], [2.6858, -2.2814, 2.0427], [3.4980, -1.4728, 0.9950], [4.0474, -2.3888, 0.0592], [2.4863, -1.4678, 3.1859], [3.2166, -3.1415, 2.4509], [1.7894, -2.6644, 1.5550], [4.3401, -0.9624, 1.4624], [3.0030, -0.6554, 0.4705], [4.8767, -1.9988, -0.2268], [2.1315, -0.6012, 2.9743], [0.6093, -1.5534, 4.7370], [-0.7628, -2.2929, 4.3096], [-0.8023, -3.6786, 4.5114], [0.8477, -1.8860, 6.0472], [0.2309, -0.5417, 4.5909], [1.4635, -1.9032, 4.1574], [-1.0064, -2.1663, 3.2547], [-1.5639, -1.8679, 4.9144], [-0.7007, -3.8099, 5.4569], [1.3569, -1.1341, 6.3585], [-2.3214, 0.7123, 3.4468], [-3.2292, 0.7197, 2.6078], [-1.0314, 0.6394, 3.2732], [-2.5264, 0.6330, 4.7575], [-0.7028, 0.2455, 2.4032], [-0.3859, 0.5478, 4.0446], [-1.7863, 0.2975, 5.3574], [-3.4859, 0.6290, 5.0726], [0.1929, -3.0925, -0.1068], [-0.8917, -3.3076, 0.3496], [1.0592, -2.1830, 0.2825], [0.7494, -3.9122, -0.9218], [2.0036, -2.3271, -0.0455], [0.8459, -1.4086, 0.8948], [1.6714, -3.7023, -1.2766], [0.2792, -4.7849, -1.1157], [3.5670, 0.8118, 2.3052], [4.4273, 1.0594, 1.5032], [2.3109, 0.9960, 1.9901], [3.8158, 0.3695, 3.5424], [1.6043, 0.8205, 2.6901], [2.1882, 1.5057, 1.1269], [3.0566, 0.2719, 4.2014], [4.7758, 0.2012, 3.8072]],
  "mulliken_charge": [0.803, 0.899, 1.546, -1.458, -1.049, 0.523, -0.201, -0.654, -0.448, -0.555, -0.392, 0.625, 0.158, 0.726, 0.140, 0.432, -1.395, 0.580, -0.520, -0.588, -0.608, -0.543, 0.221, 0.294, 0.471, 0.389, 0.462, 0.470, -0.701, -0.132, -0.392, -0.409, 0.748, 0.162, 0.253, 0.425, -0.645, -0.528, -0.367, 0.265, 0.540, 0.176, 0.269, 0.254, -0.617, -0.065, -0.080, 0.764, 0.154, 0.368, 0.229],
  "de_lowest_kcal_mol": 430.8,
  "homo_energy_ha": -0.445,
  "charge": 1,
  "orbital_gap_ev": 7.420,
  "e_lumo_ev": -4.7
}